11
Properties=species:S:1:pos:R:3 method="wB97M-V/def2-TZVPD" e_above_lowest_kj_mol=387.7
O 3.200 0.237 0.405
N 2.494 -0.832 -0.044
C 1.282 -0.503 -0.383
S 0.235 0.991 -0.271
N -1.070 0.052 0.390
C -2.300 -0.004 -0.340
S -3.878 -0.063 0.155
H 2.673 1.088 0.649
H 0.508 -1.427 -0.670
H -1.145 0.372 1.411
H -1.999 0.090 -1.302